Entry 1:
Density functional theory data (ωB97M-V with the def2-TZVPD basis set) for a structure of composition C35H14Cl3CrF14N8S5.

```
80
Properties=species:S:1:pos:R:3
Cr 1.01 -0.90 -0.51
C -1.97 -1.74 -0.37
N -0.57 -2.19 -0.74
C -0.18 -3.41 0.02
C 1.36 -3.48 0.44
N 1.84 -2.11 0.78
C 3.09 -2.04 1.45
C 4.19 -2.89 1.30
F 4.11 -4.03 0.51
C 5.34 -2.85 2.08
F 6.34 -3.75 1.99
C 5.56 -1.80 2.91
F 6.69 -1.75 3.60
C 4.49 -0.91 3.09
F 4.64 0.06 3.93
C 3.33 -1.04 2.38
F 2.33 -0.28 2.76
C -0.64 -2.45 -2.23
C 0.75 -2.47 -2.88
N 1.44 -1.37 -2.27
C 2.65 -1.04 -2.89
C 3.78 -1.75 -2.75
F 3.89 -2.83 -2.00
C 4.93 -1.45 -3.48
F 5.96 -2.23 -3.18
C 4.99 -0.39 -4.34
F 6.04 -0.08 -5.10
C 3.86 0.43 -4.39
F 3.82 1.50 -5.20
C 2.77 0.12 -3.66
F 1.69 0.90 -3.88
H -2.77 -2.46 -0.65
H -2.20 -0.74 -0.75
H -1.92 -1.71 0.73
H -0.33 -4.28 -0.67
H -0.83 -3.60 0.84
H 1.86 -3.88 -0.40
H 1.38 -4.17 1.30
H -1.20 -1.63 -2.67
H -1.24 -3.33 -2.36
H 0.60 -2.32 -3.94
H 1.24 -3.52 -2.71
F -0.24 5.55 0.47
C -0.88 4.49 -0.08
C -2.21 4.70 -0.29
F -2.74 5.90 0.05
C -3.06 3.78 -0.94
C -2.40 2.56 -1.18
C -1.06 2.36 -0.94
F -0.62 1.11 -1.21
C -0.16 3.29 -0.36
C 1.17 3.00 0.05
C 1.77 1.79 -0.20
N 2.22 0.75 -0.47
C 2.07 4.04 0.47
N 2.82 4.74 0.97
F -2.99 1.57 -1.90
C -4.45 3.99 -1.28
C -5.27 2.95 -1.85
N -5.85 2.00 -2.18
C -5.00 5.30 -1.32
N -5.54 6.34 -1.21
C -4.34 2.37 1.80
S -3.39 0.90 2.09
C -4.54 -0.32 2.52
C -4.11 -1.57 2.96
S -2.50 -2.04 3.07
S -5.36 -2.73 3.27
C -6.66 -1.67 2.86
S -8.24 -2.15 2.77
S -6.25 -0.06 2.52
H -3.69 2.97 1.20
H -4.57 2.83 2.75
H -5.25 2.19 1.26
Cl 1.41 2.45 3.66
C -0.13 1.71 3.37
Cl -1.35 3.00 3.17
Cl -0.63 0.68 4.64
C -0.03 0.89 2.16
N -0.04 0.18 1.24
```

Properties
Calculated total energy ... -7594.183681 a.u.
Largest force on an atom ... 3.590 eV/Å
Expectation value of S² ... 6.07
2S+1 ... 5
Total charge ... -1

---

Entry 2:
Density functional theory data (ωB97M-V with the def2-TZVPD basis set) for a structure of composition C19H17Br2N6OPtS.

```
47
Properties=species:S:1:pos:R:3
Pt 0.62 0.00 -0.84
N -0.07 -1.95 -0.46
C -0.22 -2.63 -1.74
C -0.28 -3.98 -1.90
C -0.54 -4.51 -3.19
C -0.77 -3.68 -4.25
C -0.71 -2.28 -4.09
C -0.95 -1.36 -5.14
C -0.86 -0.02 -4.89
C -0.48 0.43 -3.62
N -0.23 -0.40 -2.62
C -0.39 -1.76 -2.83
H 0.46 -2.51 0.20
H -1.00 -1.84 -0.06
H -0.16 -4.65 -1.06
H -0.57 -5.59 -3.32
H -0.99 -4.09 -5.23
H -1.20 -1.73 -6.13
H -1.05 0.71 -5.66
H -0.35 1.48 -3.43
N 2.61 0.00 0.30
N 3.40 1.13 -0.02
C 2.87 2.17 -0.69
N 3.63 3.23 -0.90
S 1.24 2.17 -1.21
H 2.58 -0.12 1.31
H 3.06 -0.81 -0.12
H 4.36 1.14 0.28
H 4.59 3.29 -0.60
H 3.27 4.00 -1.44
Br 2.20 -0.94 4.64
C 0.70 0.10 4.46
C 0.08 0.63 5.54
C -1.08 1.44 5.38
Br -1.80 2.10 6.90
C -1.66 1.73 4.09
C -2.81 2.51 3.92
C -3.29 2.71 2.64
C -2.62 2.12 1.58
N -1.51 1.38 1.72
C -1.05 1.20 2.94
C 0.19 0.35 3.06
O 0.75 -0.11 2.10
H 0.46 0.44 6.54
H -3.31 2.94 4.77
H -4.18 3.30 2.47
H -2.98 2.25 0.56
```

Properties
Largest force on an atom ... 1.465 eV/Å
Energy above the lowest of the compared OMol25 structures with the same formula, charge and spin ... 74.5 kJ/mol
Total charge ... +3

---

Entry 3:
Density functional theory data (ωB97M-V with the def2-TZVPD basis set) for a cluster of 4 separate species, C8H16Cl8 in total.

```
32
Properties=species:S:1:pos:R:3
Cl -15.52 -8.22 9.72
C -13.83 -8.13 10.26
C -13.12 -9.46 10.09
Cl -13.04 -9.94 8.37
H -13.87 -7.86 11.31
H -13.35 -7.34 9.70
H -13.63 -10.24 10.64
H -12.08 -9.34 10.40
Cl -12.34 -12.58 11.32
C -11.38 -13.61 12.39
C -11.59 -15.06 12.03
Cl -10.39 -16.05 12.94
H -11.68 -13.40 13.41
H -10.33 -13.33 12.28
H -11.43 -15.22 10.97
H -12.56 -15.43 12.35
Cl -12.29 -15.45 16.38
C -10.79 -15.45 17.36
C -9.57 -15.56 16.47
Cl -8.14 -15.97 17.48
H -10.86 -16.28 18.05
H -10.78 -14.53 17.94
H -9.34 -14.60 16.01
H -9.69 -16.34 15.72
Cl -17.45 -15.39 10.92
C -16.45 -14.45 9.79
C -14.98 -14.65 10.02
Cl -14.46 -16.35 9.85
H -16.69 -13.40 9.97
H -16.74 -14.71 8.77
H -14.70 -14.30 11.01
H -14.39 -14.07 9.32
```

Properties
Largest force on an atom ... 0.568 eV/Å
SMILES string ... ClCCCl.ClCCCl.ClCCCl.ClCCCl
Energy above the lowest of the compared OMol25 structures with the same formula, charge and spin ... 16.5 kJ/mol

---

Entry 4:
Density functional theory data (ωB97M-V with the def2-TZVPD basis set) for a structure of composition C5H13HgO3.

```
22
Properties=species:S:1:pos:R:3
C 2.59 -0.45 -0.42
C 1.32 -1.25 -0.54
O 0.28 -0.68 0.29
C -0.97 -1.33 0.20
C -2.06 -0.53 0.88
O -2.68 0.44 0.07
C -1.90 1.57 -0.23
H 3.36 -1.15 -0.78
H 3.39 0.02 0.17
H 1.46 -2.29 -0.20
H 0.93 -1.28 -1.57
H -0.88 -2.32 0.68
H -1.24 -1.48 -0.86
H -1.66 -0.06 1.80
H -2.85 -1.22 1.18
H -2.56 2.32 -0.69
H -1.45 2.00 0.68
H -1.09 1.34 -0.94
Hg 1.12 0.81 1.49
O 1.61 2.00 0.03
H 0.98 2.57 -0.42
H 2.32 0.94 -0.81
```

Properties
Calculated total energy ... -577.195570 a.u.
Largest force on an atom ... 5.273 eV/Å
Expectation value of S² ... 0.75
2S+1 ... 2